The following is a DFT calculation (wB97M-V/def2-TZVPD) of C2H7S as an isolated structure in a non-equilibrium geometry.

Atoms and positions in Å:
C: 3.13 0.80 -0.37
H: 2.23 1.34 -0.68
H: 3.33 0.06 -1.14
H: 2.81 0.27 0.53
H: 3.85 1.58 -0.17
C: -3.06 -1.09 0.10
S: -2.91 0.51 1.78
H: -3.76 -1.65 0.69
H: -3.55 -0.42 -0.59
H: -2.07 -1.41 -0.15

## Properties
**Kohn-Sham gap**: 5.69 eV
**HOMO energy**: -2.236 eV
**Total charge**: -1
**Relative energy (zero: lowest compared OMol25 entry of this formula, charge and spin)**: 180.8 kJ/mol
**Largest force on an atom**: 4.06 eV/A
**LUMO**: 3.45 eV